Record 1
A structure of composition C28H52N8S2Si4Ta in a non-equilibrium geometry, computed with the ωB97M-V functional and the def2-TZVPD basis.

ORCA input file:
```
! RIJCOSX wB97M-V def2-TZVPD def2/J DEFGRID3
* xyz 3 1
Ta 0.17219 0.37323 -0.15574
N 3.08331 0.83448 3.29901
C 2.46132 0.73107 2.12153
S 0.71960 0.99972 2.11421
N 3.13827 0.44344 1.05339
N 2.32931 0.32290 -0.05285
C 2.99473 0.31670 -1.17856
C 2.22476 0.24899 -2.37332
C 2.75678 0.38231 -3.66125
C 1.90647 0.42099 -4.73847
C 0.52657 0.31481 -4.51582
C 0.06175 0.15680 -3.23775
N 0.88635 0.11905 -2.15816
H 2.60041 1.14335 4.12485
H 4.08894 0.75773 3.32726
H 4.06924 0.45273 -1.16629
H 3.82608 0.49050 -3.78345
H 2.29035 0.55644 -5.74010
H -0.17738 0.36403 -5.33412
H -1.00063 0.09508 -3.03764
C 1.76923 5.28783 2.50524
C 0.46266 5.37600 1.74014
N 0.40951 4.26166 0.77936
C -0.35793 4.04483 -0.27493
S 0.03052 2.67643 -1.31907
N -1.35900 4.80380 -0.67457
C -1.88919 6.07028 -0.14140
C -1.27837 7.28405 -0.81929
H 1.83736 6.10215 3.22366
H 2.62271 5.36146 1.83074
H 1.83185 4.34981 3.06140
H 0.40096 6.31966 1.20109
H -0.38558 5.30944 2.42463
H 1.12364 3.56015 0.90312
H -1.77030 4.49783 -1.54459
H -1.75094 6.08409 0.93522
H -2.96501 6.02930 -0.31066
H -0.19918 7.32806 -0.66848
H -1.71820 8.19379 -0.41291
H -1.46919 7.27136 -1.89215
N -4.15254 0.60095 -0.60964
C -2.93657 0.06253 -0.71748
N -2.03144 0.67830 0.02663
C -2.74705 1.68106 0.71456
C -2.35299 2.58692 1.69905
C -3.31821 3.42755 2.21311
C -4.65047 3.38617 1.77232
C -5.06040 2.48434 0.81401
C -4.08145 1.63435 0.31181
H -4.97573 0.28127 -1.09679
H -2.73819 -0.77986 -1.35981
H -1.34037 2.62088 2.07005
H -3.05161 4.12691 2.99474
H -5.37425 4.05726 2.21369
H -6.09065 2.42863 0.49081
C -1.99886 -2.90230 -2.47257
Si -1.70220 -3.46816 -0.68719
C -3.20575 -3.22988 0.41822
C -1.30366 -5.29739 -0.76047
Si -0.12584 -2.04123 0.41902
Si 0.72279 -3.04836 2.43066
C 0.35281 -4.88109 2.46723
C 2.58838 -2.80377 2.47462
C -0.18230 -2.22571 3.84464
Si 2.83748 -4.12138 -1.78427
C 2.40077 -5.72217 -1.03008
C 1.92973 -3.50247 -3.24713
C 4.23893 -3.15219 -1.13059
H -3.06266 -2.79656 -2.70066
H -1.62207 -3.66569 -3.15618
H -1.49799 -1.97186 -2.73924
H -4.09892 -3.58544 -0.10286
H -3.38607 -2.20563 0.74788
H -3.09454 -3.84016 1.31725
H -2.24051 -5.85210 -0.86064
H -0.79990 -5.67627 0.12568
H -0.71016 -5.54123 -1.64367
H 0.80346 -5.42882 1.63851
H -0.71792 -5.08901 2.47693
H 0.76903 -5.29472 3.39029
H 3.08463 -3.72878 2.17025
H 2.90867 -2.60005 3.49919
H 2.95787 -1.99328 1.84723
H -1.23303 -2.52083 3.85167
H -0.13520 -1.13786 3.82832
H 0.25848 -2.56624 4.78559
H 1.32628 -5.90206 -1.06132
H 2.77445 -5.81121 -0.00999
H 2.87302 -6.51836 -1.62235
H 1.09050 -4.14347 -3.51379
H 2.60921 -3.43694 -4.10409
H 1.57123 -2.48692 -3.05100
H 4.56622 -3.50810 -0.15464
H 3.96690 -2.09523 -1.06570
H 5.08470 -3.22066 -1.82504
*
```

The lowest unoccupied orbital energy (spin up / spin down) is -9.1 / -9.1 eV. Its HOMO-LUMO gap (spin up / spin down) is 5.385 / 5.383 eV. As for the molar mass: 858.206 g mol⁻¹. For the energy relative to the best compared isomer or geometry (same formula, charge and spin), the calculation gives 15.19 kcal/mol.

How is the electron density shared among the atoms? According to Löwdin, the charges in e are: atom 1 (Ta): 1.00, atom 2 (N): 0.14, atom 3 (C): -0.79, atom 4 (S): 0.66, atom 5 (N): 0.01, atom 6 (N): -0.22, atom 7 (C): -0.10, atom 8 (C): -0.30, atom 9 (C): 0.01, atom 10 (C): -0.01, atom 11 (C): -0.01, atom 12 (C): -0.18, atom 13 (N): -0.17, atom 14 (H): 0.11, atom 15 (H): 0.13, atom 16 (H): 0.15, atom 17 (H): 0.14, atom 18 (H): 0.13, atom 19 (H): 0.13, atom 20 (H): 0.10, atom 21 (C): -0.06, atom 22 (C): -0.21, atom 23 (N): 0.02, atom 24 (C): -0.71, atom 25 (S): 0.69, atom 26 (N): 0.04, atom 27 (C): -0.21, atom 28 (C): -0.06, atom 29 (H): 0.10, atom 30 (H): 0.09, atom 31 (H): 0.07, atom 32 (H): 0.11, atom 33 (H): 0.12, atom 34 (H): 0.08, atom 35 (H): 0.13, atom 36 (H): 0.10, atom 37 (H): 0.13, atom 38 (H): 0.07, atom 39 (H): 0.09, atom 40 (H): 0.09, atom 41 (N): 0.17, atom 42 (C): -0.18, atom 43 (N): -0.10, atom 44 (C): -0.22, atom 45 (C): -0.05, atom 46 (C): -0.06, atom 47 (C): -0.04, atom 48 (C): 0.02, atom 49 (C): -0.17, atom 50 (H): 0.19, atom 51 (H): 0.09, atom 52 (H): 0.04, atom 53 (H): 0.12, atom 54 (H): 0.12, atom 55 (H): 0.13, atom 56 (C): -0.22, atom 57 (Si): 0.33, atom 58 (C): -0.21, atom 59 (C): -0.21, atom 60 (Si): 0.50, atom 61 (Si): 0.33, atom 62 (C): -0.21, atom 63 (C): -0.21, atom 64 (C): -0.21, atom 65 (Si): 0.89, atom 66 (C): -0.14, atom 67 (C): -0.14, atom 68 (C): -0.14, atom 69 (H): 0.05, atom 70 (H): 0.03, atom 71 (H): -0.02, atom 72 (H): 0.05, atom 73 (H): 0.01, atom 74 (H): 0.04, atom 75 (H): 0.06, atom 76 (H): 0.01, atom 77 (H): 0.02, atom 78 (H): 0.01, atom 79 (H): 0.04, atom 80 (H): 0.05, atom 81 (H): 0.03, atom 82 (H): 0.05, atom 83 (H): -0.01, atom 84 (H): 0.04, atom 85 (H): -0.01, atom 86 (H): 0.05, atom 87 (H): 0.02, atom 88 (H): 0.05, atom 89 (H): 0.08, atom 90 (H): 0.05, atom 91 (H): 0.07, atom 92 (H): 0.02, atom 93 (H): 0.05, atom 94 (H): 0.02, atom 95 (H): 0.07


Record 2
A cluster of 4 separate species, C2H12O3S2 in total in a non-equilibrium geometry, computed with the ωB97M-V functional and the def2-TZVPD basis.

ORCA input file:
```
! RIJCOSX wB97M-V def2-TZVPD def2/J DEFGRID3
* xyz -1 2
C 1.75126 2.28178 0.02242
C 1.02120 1.05563 -0.47350
S 2.05261 -0.35774 0.13783
S 0.82050 -1.68190 0.98968
H 2.86440 2.15874 -0.09274
H 1.56855 2.54687 1.02340
H 1.48888 3.10105 -0.81598
H 1.08398 1.07311 -1.52550
H 0.00518 0.98912 -0.22436
H -0.06951 -2.31488 0.05095
H -2.24469 1.83622 -1.06539
H -2.44399 0.77714 -0.15435
O -2.95293 1.29459 -0.76870
H -2.18542 0.21715 -2.00772
H -2.49211 -0.35888 -3.31133
O -1.78284 -0.03981 -2.73203
H -3.11182 -0.89576 1.82089
H -1.70185 -1.51799 2.29531
O -2.18499 -0.63003 2.08489
*
```

The lowest unoccupied orbital energy (spin up / spin down) is 3.2 / 3.2 eV. Its HOMO-LUMO gap (spin up / spin down) is 2.877 / 7.855 eV. Its expectation value of S² is 0.751. As for the molar mass: 148.249 g mol⁻¹. For the energy relative to the best compared isomer or geometry (same formula, charge and spin), the calculation gives 43.28 kcal/mol.

How is the electron density shared among the atoms? According to Löwdin, the charges in e are: atom 1 (C): -0.22, atom 2 (C): -0.60, atom 3 (S): 0.20, atom 4 (S): -0.08, atom 5 (H): 0.06, atom 6 (H): 0.04, atom 7 (H): 0.11, atom 8 (H): 0.04, atom 9 (H): 0.03, atom 10 (H): -0.20, atom 11 (H): 0.02, atom 12 (H): 0.01, atom 13 (O): -0.04, atom 14 (H): -0.13, atom 15 (H): 0.05, atom 16 (O): -0.03, atom 17 (H): 0.02, atom 18 (H): -0.01, atom 19 (O): -0.25


Record 3
An isolated molecule of C23H31N3O5S in a non-equilibrium geometry, computed with the ωB97M-V functional and the def2-TZVPD basis.

ORCA input file:
```
! RIJCOSX wB97M-V def2-TZVPD def2/J DEFGRID3
* xyz 0 1
C -5.69308 -4.14052 -1.99566
C -4.99758 -4.17293 -0.63948
C -4.16807 -2.92058 -0.35746
C -5.02533 -1.66470 -0.19247
N -4.22067 -0.52835 0.19248
C -4.32483 0.07214 1.39392
O -5.14899 -0.23863 2.22923
C -3.31785 1.20361 1.61616
C -3.50465 2.30622 0.56592
C -2.41505 3.36623 0.70448
N -1.09737 2.76872 0.60006
S -0.71348 2.26882 -0.95639
O -1.12779 3.30639 -1.85117
O -1.16553 0.93041 -1.25091
C 1.04226 2.27257 -0.84672
C 1.84331 3.43832 -0.72022
C 1.35958 4.83295 -0.64469
N 3.10433 3.10362 -0.66811
O 3.18211 1.75015 -0.74904
C 1.94956 1.22901 -0.85326
C 1.70027 -0.17520 -1.01832
C 2.57120 -1.18605 -0.86548
C 3.92774 -1.13105 -0.34514
C 4.91621 -1.92732 -0.92033
C 6.21657 -1.91359 -0.45406
C 6.55340 -1.11849 0.63790
O 7.79003 -1.03197 1.18874
C 8.84044 -1.77507 0.61785
C 5.55791 -0.34966 1.24858
C 4.27275 -0.35180 0.76251
C -0.85488 1.77043 1.62094
C -1.88892 0.64394 1.60237
H -6.18642 -5.09061 -2.18711
H -4.97135 -3.96415 -2.79036
H -6.44561 -3.35756 -2.03154
H -5.74286 -4.29360 0.14909
H -4.33471 -5.04056 -0.60393
H -3.45322 -2.76486 -1.16971
H -3.60138 -3.07017 0.56452
H -5.76167 -1.80943 0.60146
H -5.54544 -1.43164 -1.12625
H -3.48420 -0.25552 -0.44122
H -3.52553 1.62458 2.60617
H -3.43589 1.89263 -0.44177
H -4.48888 2.76222 0.68432
H -2.47771 3.87408 1.67158
H -2.48947 4.10300 -0.09606
H 0.88264 4.99994 0.32010
H 0.61178 4.99463 -1.41786
H 2.19101 5.52116 -0.76298
H 0.68968 -0.37661 -1.34538
H 2.23620 -2.17276 -1.16261
H 4.66728 -2.55006 -1.76759
H 6.95508 -2.52918 -0.94303
H 8.64795 -2.85131 0.67344
H 9.72378 -1.53744 1.20831
H 9.01457 -1.48894 -0.42412
H 5.82726 0.24311 2.10805
H 3.51528 0.23009 1.26383
H -0.86237 2.28544 2.58699
H 0.14579 1.36532 1.45038
H -1.72536 0.05286 0.70173
H -1.73981 -0.00226 2.46935
*
```

As for the structure (SMILES): CCCCNC(=O)C1CCN(S(=O)(=O)c2c(C)noc2/C=C\c2ccc(OC)cc2)CC1. The lowest unoccupied orbital energy is -0.2 eV. Its HOMO-LUMO gap is 8.103 eV. As for the molar mass: 461.584 g mol⁻¹. For the energy relative to the best compared isomer or geometry (same formula, charge and spin), the calculation gives 99.70 kcal/mol.

How is the electron density shared among the atoms? According to Löwdin, the charges in e are: atom 1 (C): -0.11, atom 2 (C): -0.27, atom 3 (C): -0.20, atom 4 (C): -0.18, atom 5 (N): 0.07, atom 6 (C): -0.48, atom 7 (O): 0.06, atom 8 (C): -0.22, atom 9 (C): -0.13, atom 10 (C): -0.19, atom 11 (N): -0.23, atom 12 (S): 0.70, atom 13 (O): -0.26, atom 14 (O): -0.29, atom 15 (C): -0.17, atom 16 (C): -0.31, atom 17 (C): -0.01, atom 18 (N): 0.13, atom 19 (O): 0.02, atom 20 (C): -0.23, atom 21 (C): 0.00, atom 22 (C): -0.02, atom 23 (C): -0.23, atom 24 (C): -0.03, atom 25 (C): -0.02, atom 26 (C): -0.27, atom 27 (O): -0.08, atom 28 (C): -0.09, atom 29 (C): 0.01, atom 30 (C): -0.03, atom 31 (C): -0.18, atom 32 (C): -0.13, atom 33 (H): 0.07, atom 34 (H): 0.07, atom 35 (H): 0.06, atom 36 (H): 0.11, atom 37 (H): 0.10, atom 38 (H): 0.11, atom 39 (H): 0.11, atom 40 (H): 0.13, atom 41 (H): 0.12, atom 42 (H): 0.12, atom 43 (H): 0.15, atom 44 (H): 0.10, atom 45 (H): 0.13, atom 46 (H): 0.13, atom 47 (H): 0.12, atom 48 (H): 0.09, atom 49 (H): 0.08, atom 50 (H): 0.09, atom 51 (H): 0.10, atom 52 (H): 0.12, atom 53 (H): 0.12, atom 54 (H): 0.10, atom 55 (H): 0.10, atom 56 (H): 0.09, atom 57 (H): 0.10, atom 58 (H): 0.12, atom 59 (H): 0.12, atom 60 (H): 0.13, atom 61 (H): 0.12, atom 62 (H): 0.09, atom 63 (H): 0.13


Record 4
A structure of composition C31H23Cl2F2N3O3Pd in a non-equilibrium geometry, computed with the ωB97M-V functional and the def2-TZVPD basis.

ORCA input file:
```
! RIJCOSX wB97M-V def2-TZVPD def2/J DEFGRID3
* xyz 0 1
Pd -0.80246 1.20892 -0.89092
F -2.46394 -0.24415 4.06465
C -1.99049 -0.84578 2.96458
C -1.87079 0.06893 1.86738
C -1.72232 -0.03387 0.48151
C -1.75906 -1.27696 -0.18972
C -1.06446 -2.57899 1.89000
F -2.41741 -4.13844 -0.20687
C -1.56505 -2.16680 3.09633
C -2.21241 -1.17315 -1.59170
C -3.33843 -1.78350 -2.12229
C -3.56177 -1.64585 -3.48331
C -2.64044 -0.95099 -4.25451
C -1.53335 -0.39353 -3.63980
N -1.31360 -0.49865 -2.32668
H -1.94585 1.08119 2.25417
H -1.66846 -2.77251 3.98300
H -4.01379 -2.32748 -1.47889
H -4.44487 -2.08043 -3.93335
H -2.78017 -0.84012 -5.32083
H -0.77477 0.13773 -4.20107
O -0.19113 2.60670 -2.80731
C -0.34624 3.97848 -2.55597
C -0.98802 4.31075 -1.22223
C -1.42059 5.61285 -0.98894
C -2.02522 5.92435 0.21089
C -2.17617 4.92258 1.16051
C -1.70001 3.66377 0.86442
N -1.12047 3.35558 -0.30262
H 0.68525 2.30496 -2.46428
H -0.98764 4.37986 -3.34410
H 0.61346 4.50151 -2.61628
H -1.27246 6.36637 -1.75194
H -2.37161 6.93038 0.40729
H -2.64865 5.11348 2.11335
H -1.77629 2.85925 1.57996
Cl 4.19018 -2.28194 -0.02668
C 2.64192 -2.72069 -0.64047
C 2.55539 -3.14260 -1.95583
C 1.36736 -3.71674 -2.40392
C 0.25784 -3.68090 -1.59945
C 0.27196 -3.08475 -0.33944
Cl -1.23281 -2.76116 0.42094
C 1.53912 -2.81033 0.22434
N 1.63509 -2.57448 1.58628
C 2.36647 -1.61024 2.32125
C 2.95685 -2.06257 3.50392
C 3.73896 -1.22598 4.27284
C 3.95036 0.08373 3.85657
C 3.30135 0.54731 2.72902
C 2.47085 -0.26918 1.95787
C 1.65868 0.37555 0.88138
C 2.39113 1.02024 -0.33656
O 3.60084 1.19071 -0.29714
O 1.57118 1.36877 -1.25351
H 3.42952 -3.09769 -2.58923
H 1.29679 -4.17506 -3.37950
H -0.66432 -4.18638 -1.87020
H 1.20281 -3.29378 2.14296
H 2.82068 -3.09909 3.79261
H 4.19931 -1.59811 5.17883
H 4.59678 0.73990 4.42431
H 3.43108 1.57301 2.40790
H 1.12353 1.22642 1.31443
H 0.94082 -0.31042 0.43211
*
```

The lowest unoccupied orbital energy (spin up / spin down) is -1.2 / -1.5 eV. Its HOMO-LUMO gap (spin up / spin down) is 5.938 / 5.530 eV. As for the molar mass: 700.865 g mol⁻¹. For the energy relative to the best compared isomer or geometry (same formula, charge and spin), the calculation gives 369.89 kcal/mol.

How is the electron density shared among the atoms? According to Löwdin, the charges in e are: atom 1 (Pd): 0.88, atom 2 (F): 0.08, atom 3 (C): -0.24, atom 4 (C): -0.05, atom 5 (C): -0.15, atom 6 (C): -0.40, atom 7 (C): -0.35, atom 8 (F): -0.51, atom 9 (C): -0.03, atom 10 (C): -0.31, atom 11 (C): 0.00, atom 12 (C): -0.04, atom 13 (C): -0.05, atom 14 (C): -0.11, atom 15 (N): 0.04, atom 16 (H): 0.08, atom 17 (H): 0.11, atom 18 (H): 0.12, atom 19 (H): 0.11, atom 20 (H): 0.10, atom 21 (H): 0.12, atom 22 (O): -0.13, atom 23 (C): -0.19, atom 24 (C): -0.23, atom 25 (C): -0.02, atom 26 (C): -0.05, atom 27 (C): -0.05, atom 28 (C): -0.10, atom 29 (N): 0.05, atom 30 (H): 0.05, atom 31 (H): 0.13, atom 32 (H): 0.14, atom 33 (H): 0.12, atom 34 (H): 0.11, atom 35 (H): 0.11, atom 36 (H): 0.08, atom 37 (Cl): 0.81, atom 38 (C): -0.55, atom 39 (C): -0.07, atom 40 (C): -0.06, atom 41 (C): -0.06, atom 42 (C): -0.27, atom 43 (Cl): 1.35, atom 44 (C): -0.23, atom 45 (N): 0.07, atom 46 (C): -0.24, atom 47 (C): -0.04, atom 48 (C): -0.09, atom 49 (C): -0.08, atom 50 (C): -0.03, atom 51 (C): -0.17, atom 52 (C): -0.08, atom 53 (C): -0.66, atom 54 (O): 0.02, atom 55 (O): -0.14, atom 56 (H): 0.11, atom 57 (H): 0.11, atom 58 (H): 0.12, atom 59 (H): 0.13, atom 60 (H): 0.11, atom 61 (H): 0.10, atom 62 (H): 0.10, atom 63 (H): 0.12, atom 64 (H): 0.12, atom 65 (H): 0.08


The highest energy relative to the best compared isomer or geometry (same formula, charge and spin) belongs to which entry?
C31H23Cl2F2N3O3Pd


Which of these has the lowest energy relative to the best compared isomer or geometry (same formula, charge and spin)?
C28H52N8S2Si4Ta


Look up the energy relative to the best compared isomer or geometry (same formula, charge and spin) of the first one.
15.19 kcal/mol


What is the energy relative to the best compared isomer or geometry (same formula, charge and spin) in the fourth record?
369.89 kcal/mol